Entry from the Open Molecules 2025 dataset: the molecule C3H8N4O (the ωB97M-V functional and the def2-TZVPD basis).

SMILES   O=C1NNCCNN1
Gap between HOMO and LUMO   0.3201 hartree
Max |F|   5.577 eV/A
2S+1   1

Positions of all 16 atoms, in Å:
C: 1.7146 -0.1548 0.0274
C: -1.1790 0.6338 0.2961
C: -1.4093 -0.7742 -0.3673
H: 2.0744 1.7969 -0.2298
H: -0.1994 2.4576 -0.3854
H: -0.9173 0.3846 1.3510
H: -2.0828 1.1770 0.3697
H: -1.6606 -0.5854 -1.4017
H: -2.3151 -1.2101 0.1124
H: 0.2379 -1.7046 -1.0393
H: 1.0977 -1.6503 1.2930
N: 1.2460 1.2038 0.1640
N: -0.0184 1.4408 -0.3007
N: -0.1694 -1.5261 -0.2178
N: 0.7594 -0.9995 0.6703
O: 2.8212 -0.4894 -0.3420



Entry from the Open Molecules 2025 dataset: a structure of composition C3H8N4O (the ωB97M-V functional and the def2-TZVPD basis).

Gap between HOMO and LUMO   0.3238 hartree
Max |F|   7.767 eV/A
2S+1   1

Positions of all 16 atoms, in Å:
C: 0.8689 0.7766 -0.0918
C: -0.4403 1.4754 0.1995
C: -1.3957 0.8354 -0.7560
H: 2.5537 -1.7992 -1.2798
H: 2.7099 -0.8020 0.3063
H: 0.0512 -1.3882 0.1081
H: 0.0294 2.5264 -0.3200
H: -0.6476 1.8505 1.2730
H: -2.0116 1.3194 -1.5507
H: -1.8039 -2.2052 0.9164
H: -1.1425 -0.5854 1.4993
N: 1.9680 -1.4997 -0.1239
N: 0.6754 -0.5958 -0.6925
N: -1.9884 -0.3264 -0.3534
N: -1.4139 -0.9866 0.6148
O: 1.9875 1.4048 0.2506



Entry from the Open Molecules 2025 dataset: the molecule C3H8N4O2 (the ωB97M-V functional and the def2-TZVPD basis).

Gap between HOMO and LUMO (alpha / beta)   0.2886 / 0.2886 hartree
Max |F|   3.102 eV/A
2S+1   1

Positions of all 17 atoms, in Å:
C: 0.7204 -1.3947 -0.1838
C: 1.9885 -0.5028 0.0219
C: 0.5678 1.3195 -0.0908
N: -1.5014 -0.8492 0.0648
N: -0.3787 -0.5605 -0.5646
N: -2.4794 -0.1069 0.0626
N: 1.5675 0.7374 0.6106
O: -2.3107 1.2531 -0.4238
O: -3.5959 -0.3601 0.4886
H: 0.9299 -2.1023 -0.9910
H: 0.4996 -1.9555 0.7349
H: 2.7222 -1.0004 0.6529
H: 2.4279 -0.2796 -0.9518
H: 0.7415 1.4983 -1.1389
H: -0.1354 1.9498 0.4213
H: 1.4162 0.6866 1.6116
H: -3.1798 1.6673 -0.3243



Entry from the Open Molecules 2025 dataset: a structure of composition C3H8N4O2 (the ωB97M-V functional and the def2-TZVPD basis).

Gap between HOMO and LUMO   0.3741 hartree
Max |F|   7.122 eV/A
2S+1   1

Positions of all 17 atoms, in Å:
C: -2.9258 0.3435 -0.4115
C: -0.8234 -0.5162 0.4763
C: 1.9630 0.2523 0.1806
H: -2.2977 0.7666 -1.2335
H: -3.6705 1.0669 -0.0614
H: -3.2956 -0.6523 -0.7985
H: 0.0986 -1.6379 -0.6971
H: 0.2492 0.6953 1.7632
H: 3.1182 -1.2876 -0.8604
H: 3.6916 0.3951 -0.8150
H: 0.4510 1.3768 0.2157
N: -0.8133 -1.2197 -0.5520
N: 0.1703 -0.3781 1.4319
N: 3.2362 -0.1645 -0.2045
N: 1.4788 1.4455 -0.0324
O: -1.9962 0.2691 0.8267
O: 1.3656 -0.7549 0.7718